Density functional theory data (the ωB97M-V functional and the def2-TZVPD basis) for a cluster of 4 separate species, C19H38N2O7 in total at a distorted geometry.

Each line ends with the Mulliken charge.
Cartesian coordinates (Å):
C -11.04 -0.49 13.50  -2.080
C -12.39 -0.48 12.66  1.356
C -12.06 -0.92 11.23  -0.954
C -13.23 -1.41 10.41  -0.712
C -13.91 -2.62 11.06  -0.920
C -14.45 -2.23 12.52  1.142
N -13.28 -1.61 13.30  0.853
O -13.33 -1.65 14.76  -0.379
C -14.90 -3.47 13.30  -1.597
C -15.71 -1.30 12.52  -1.692
C -13.07 0.87 12.89  -1.642
H -10.41 0.38 13.28  0.516
H -10.66 -1.50 13.44  0.345
H -11.33 -0.33 14.54  0.509
H -11.35 -1.75 11.28  0.413
H -11.49 -0.22 10.63  0.478
H -12.88 -1.75 9.43  0.443
H -13.99 -0.63 10.35  0.281
H -13.20 -3.41 11.29  0.397
H -14.66 -3.00 10.37  0.354
H -15.62 -4.14 12.82  0.441
H -15.39 -3.29 14.26  0.409
H -14.08 -4.13 13.60  0.236
H -16.64 -1.79 12.23  0.428
H -15.73 -0.47 11.81  0.323
H -15.76 -0.82 13.49  0.423
H -14.06 0.88 12.42  0.354
H -12.46 1.59 12.35  0.447
H -13.08 1.25 13.91  0.318
C -6.74 0.14 14.52  -1.268
C -7.03 -0.76 15.78  -0.323
C -8.46 -1.32 15.76  -0.757
N -8.85 -2.09 17.06  0.526
C -8.03 -3.44 17.16  -1.127
C -10.41 -2.50 17.31  0.143
C -10.57 -2.55 18.86  -0.649
C -9.65 -1.56 19.39  -0.744
C -8.57 -1.26 18.34  -0.590
H -7.16 -0.44 13.69  0.336
H -5.71 0.34 14.25  0.366
H -7.38 1.02 14.53  0.324
H -6.92 -0.20 16.72  0.306
H -6.32 -1.59 15.86  0.361
H -8.61 -1.97 14.90  0.444
H -9.24 -0.57 15.63  0.335
H -7.00 -3.19 17.39  0.363
H -8.17 -4.00 16.24  0.346
H -8.34 -4.08 17.98  0.445
H -10.70 -3.45 16.85  -0.405
H -11.02 -1.72 16.84  0.414
H -10.31 -3.53 19.26  0.252
H -11.59 -2.28 19.14  0.481
H -9.11 -1.90 20.28  0.372
H -10.16 -0.64 19.66  0.308
H -7.58 -1.54 18.71  0.362
H -8.66 -0.21 18.06  0.363
O -11.29 -6.38 16.88  -0.398
C -10.70 -6.87 17.91  0.615
O -10.83 -8.08 18.00  -0.809
O -10.13 -6.18 18.73  -0.705
H -11.36 -7.32 16.70  0.252
O -11.84 -4.51 15.10  -0.400
C -10.99 -4.75 14.10  0.738
O -11.19 -4.28 12.99  -0.543
O -9.94 -5.36 14.22  -0.650
H -11.50 -5.01 15.84  0.427

**E_HOMO**: -6.69 eV
**Lowest unoccupied orbital energy**: -3.814 eV
**ΔE to the lowest compared entry with this formula, charge and spin**: 2.512 eV
**Total charge**: 0